[1]
Density functional theory data (ωB97M-V with the def2-TZVPD basis set) for 2 unconnected molecules or ions with the total composition C7H14F5NO2 in a non-equilibrium geometry.

Values from the calculation:
E_HOMO = -4.2881 eV
M = 239.18 g/mol
DFT total energy = -979.386722 Ha
largest force on an atom = 0.09997 Eh/bohr
Kohn-Sham gap = 2.97 eV

Each line ends with the Löwdin charge.
Cartesian coordinates (Å):
O 1.10 0.97 3.76  -0.242
C -0.15 0.26 3.46  -0.230
C -1.40 1.28 3.14  -0.242
F -1.35 2.56 3.93  -0.042
F -1.24 1.70 1.71  -0.126
C -2.89 0.56 3.23  -0.158
F -2.87 -0.84 2.69  -0.012
F -3.40 0.47 4.63  -0.005
F -3.82 1.46 2.47  -0.014
H 1.82 0.27 3.58  0.082
H 0.07 -0.30 2.43  0.036
C 0.87 -1.00 -3.50  -0.036
C 1.42 0.12 -2.62  -0.314
C 1.73 -0.33 -1.19  -0.161
O 0.51 -0.46 -0.45  -0.196
C 0.04 -1.80 -0.33  -0.069
N 0.38 1.19 -2.53  0.218
H -0.13 -1.30 -3.20  0.085
H 0.82 -0.67 -4.54  0.089
H 1.53 -1.88 -3.46  0.103
H 2.30 0.56 -3.09  0.155
H 2.30 0.46 -0.69  0.138
H 2.34 -1.24 -1.16  0.136
H 0.85 -2.54 -0.35  0.096
H -0.67 -2.01 -1.13  0.078
H -0.49 -1.90 0.62  0.094
H -0.08 1.40 -3.43  0.178
H 0.76 2.07 -2.15  0.184
H -0.34 0.89 -1.86  0.173



[2]
Density functional theory data (ωB97M-V with the def2-TZVPD basis set) for a gas-phase ion, C7H14N (charge +1) in a non-equilibrium geometry.

Values from the calculation:
E_HOMO = -14.5485 eV
M = 112.20 g/mol
DFT total energy = -329.499656 Ha
ΔE to the lowest compared entry with this formula, charge and spin = 283.2 kJ/mol
largest force on an atom = 0.11083 Eh/bohr
Kohn-Sham gap = 9.79 eV
total charge = +1

Each line ends with the Löwdin charge.
Cartesian coordinates (Å):
C 3.10 0.61 -0.26  0.158
C 1.03 0.51 1.05  0.095
C 0.59 -1.77 -0.09  -0.099
C -1.27 0.17 -1.48  -0.080
C -1.90 1.20 0.74  -0.056
C -0.22 -0.82 0.67  -0.209
C -1.39 -0.13 0.00  -0.419
N 2.06 0.63 0.42  0.046
H 3.43 1.26 -1.07  0.138
H 3.69 -0.19 0.08  0.111
H 0.90 1.17 1.92  0.154
H 0.01 -2.70 -0.20  0.110
H 0.94 -1.32 -1.00  0.074
H 1.50 -2.20 0.46  0.120
H -1.50 -0.63 -2.08  0.053
H -2.06 0.91 -1.63  0.083
H -0.20 0.54 -1.75  0.113
H -2.84 1.55 0.13  0.125
H -1.05 2.01 0.55  0.107
H -2.00 1.19 1.76  0.026
H -0.47 -1.14 1.72  0.156
H -2.34 -0.88 0.06  0.194



[3]
Density functional theory data (ωB97M-V with the def2-TZVPD basis set) for a gas-phase ion, C7H14N (charge +1) in a non-equilibrium geometry.

Values from the calculation:
E_HOMO = -12.1770 eV
M = 112.20 g/mol
DFT total energy = -329.564889 Ha
ΔE to the lowest compared entry with this formula, charge and spin = 112.0 kJ/mol
largest force on an atom = 0.04254 Eh/bohr
Kohn-Sham gap = 8.40 eV
total charge = +1

Each line ends with the Löwdin charge.
Cartesian coordinates (Å):
C 1.49 0.43 -0.62  -0.148
C 0.56 -0.10 0.48  -0.129
C -0.78 -0.41 -0.14  -0.284
C -1.51 -1.48 0.22  -0.080
C -1.13 -2.46 1.29  -0.077
C -1.75 1.78 -0.88  0.034
C -1.39 0.50 -1.10  -0.175
N 2.56 1.31 -0.08  0.181
H 0.91 1.10 -1.26  0.116
H 1.89 -0.29 -1.35  0.151
H 0.57 0.61 1.33  0.133
H 0.99 -1.03 0.90  0.118
H -2.38 -1.58 -0.43  0.122
H -0.19 -2.96 1.10  0.080
H -0.95 -1.86 2.20  0.091
H -1.96 -3.05 1.66  0.082
H -1.59 2.26 0.08  0.066
H -2.30 2.38 -1.59  0.066
H -1.64 0.13 -2.09  0.116
H 3.09 0.94 0.71  0.178
H 3.26 1.61 -0.77  0.178
H 2.23 2.19 0.33  0.181



[4]
Density functional theory data (ωB97M-V with the def2-TZVPD basis set) for 2 unconnected molecules or ions with the total composition C7H14N in a non-equilibrium geometry.

Values from the calculation:
E_HOMO = -14.1320 eV
M = 112.20 g/mol
DFT total energy = -329.461604 Ha
ΔE to the lowest compared entry with this formula, charge and spin = 383.1 kJ/mol
largest force on an atom = 0.08952 Eh/bohr
Kohn-Sham gap = 10.88 eV
total charge = +1

Each line ends with the Löwdin charge.
Cartesian coordinates (Å):
C -1.91 0.17 -0.83  0.074
C -2.82 -0.35 -0.19  -0.096
C 2.52 -0.74 -0.08  -0.087
C 1.27 -1.53 -0.42  -0.049
C 1.33 -0.01 -0.45  -0.360
C -3.58 -0.68 0.96  -0.083
C 0.92 2.10 0.88  0.022
N 0.51 0.69 0.53  -0.020
H -1.48 0.34 -1.72  0.027
H -0.52 0.62 0.00  0.113
H 2.66 -0.58 0.97  0.108
H 3.50 -0.78 -0.59  0.133
H 1.31 -2.08 -1.36  0.119
H 0.78 -1.97 0.44  0.106
H 1.16 0.39 -1.47  0.168
H -3.82 -1.78 1.13  0.120
H -4.58 -0.10 0.80  0.136
H -3.23 -0.23 1.82  0.059
H 0.07 2.62 0.72  0.052
H 1.35 2.43 1.88  0.134
H 1.58 2.40 0.12  0.085
H 0.32 0.07 1.45  0.240



[5]
Density functional theory data (ωB97M-V with the def2-TZVPD basis set) for a gas-phase ion, C7H14N (charge +1) in a non-equilibrium geometry.

Values from the calculation:
E_HOMO = -12.9211 eV
M = 112.20 g/mol
DFT total energy = -329.533225 Ha
ΔE to the lowest compared entry with this formula, charge and spin = 195.1 kJ/mol
largest force on an atom = 0.08689 Eh/bohr
Kohn-Sham gap = 8.71 eV
total charge = +1

Each line ends with the Löwdin charge.
Cartesian coordinates (Å):
C 0.54 2.10 1.12  -0.067
C 0.65 1.92 -0.36  -0.120
C 0.53 -0.55 -0.36  -0.107
C -0.79 -1.29 -0.33  0.001
C 0.52 0.82 -1.05  -0.344
C 0.56 0.72 -2.54  -0.058
C -0.80 -1.99 2.07  0.011
N -1.32 -1.83 0.69  0.003
H 0.19 1.11 1.54  0.061
H -0.36 2.77 1.35  0.102
H 0.91 2.77 -0.94  0.113
H 0.71 -0.52 0.63  0.025
H 1.31 -1.06 -1.04  0.182
H -1.32 -1.12 -1.32  0.170
H 0.10 1.64 -2.92  0.086
H -0.08 -0.19 -2.78  0.083
H 1.67 0.63 -2.99  0.148
H 0.20 -1.49 1.96  0.103
H -1.56 -1.59 2.74  0.108
H -0.76 -3.13 2.14  0.134
H 1.49 2.52 1.63  0.117
H -2.38 -2.24 0.73  0.248



[6]
Density functional theory data (ωB97M-V with the def2-TZVPD basis set) for a gas-phase ion, C7H14N (charge +1) in a non-equilibrium geometry.

Values from the calculation:
E_HOMO = -12.9338 eV
M = 112.20 g/mol
DFT total energy = -329.545020 Ha
ΔE to the lowest compared entry with this formula, charge and spin = 164.1 kJ/mol
largest force on an atom = 0.06866 Eh/bohr
Kohn-Sham gap = 8.88 eV
total charge = +1

Each line ends with the Löwdin charge.
Cartesian coordinates (Å):
C 0.51 -2.16 0.20  -0.080
C -0.82 -1.64 0.66  -0.108
C -0.25 0.79 0.51  -0.089
C -0.03 1.23 -0.87  -0.051
C -1.25 -0.40 0.77  -0.272
C -2.58 -0.03 1.35  -0.042
C 2.44 1.09 -1.26  0.020
N 1.01 1.43 -1.52  0.066
H 1.22 -1.44 0.40  0.006
H 0.66 -2.39 -0.87  0.089
H -1.45 -2.48 0.84  0.110
H 0.67 0.48 0.99  0.109
H -0.65 1.71 1.07  0.174
H -0.96 1.56 -1.27  0.157
H -3.33 -0.88 1.36  0.122
H -3.12 0.71 0.88  0.042
H -2.33 0.49 2.24  0.082
H 2.69 0.33 -1.94  0.080
H 2.93 2.02 -1.54  0.107
H 2.91 0.75 -0.34  0.109
H 0.92 -3.05 0.83  0.129
H 0.80 1.89 -2.50  0.241



[7]
Density functional theory data (ωB97M-V with the def2-TZVPD basis set) for a gas-phase ion, C7H14N (charge +2) in a non-equilibrium geometry.

Values from the calculation:
E_HOMO (spin up / spin down) = -18.6092 / -18.9792 eV
M = 112.20 g/mol
2S+1 = 2
DFT total energy = -329.117188 Ha
ΔE to the lowest compared entry with this formula, charge and spin = 132.9 kJ/mol
largest force on an atom = 0.07867 Eh/bohr
Kohn-Sham gap (spin up / spin down) = 10.51 / 7.06 eV
total charge = +2

Each line ends with the Löwdin charge.
Cartesian coordinates (Å):
C 1.15 0.49 -1.61  -0.075
C 1.18 0.38 -0.08  -0.097
C 0.40 -0.77 0.56  -0.158
C -0.50 -0.70 1.56  0.016
C -1.15 0.27 2.38  -0.032
C -1.77 1.36 1.90  0.182
C 0.61 -2.10 -0.13  0.003
N -0.23 1.01 -2.13  0.216
H 1.14 -0.46 -2.14  0.124
H 1.92 1.20 -1.89  0.149
H 2.25 0.25 0.15  0.164
H 0.88 1.35 0.31  0.128
H -0.91 -1.71 1.79  0.162
H -1.14 0.02 3.45  0.158
H -2.19 2.21 2.45  0.115
H -1.88 1.51 0.82  0.088
H 0.56 -2.22 -1.20  0.099
H 1.54 -2.58 0.20  0.139
H -0.11 -2.82 0.28  0.102
H -0.42 0.75 -3.09  0.182
H -0.33 2.02 -1.98  0.175
H -0.99 0.55 -1.61  0.159



[8]
Density functional theory data (ωB97M-V with the def2-TZVPD basis set) for 2 unconnected molecules or ions with the total composition C7H14N2 in a non-equilibrium geometry.

Values from the calculation:
E_HOMO (spin up / spin down) = 1.1354 / -4.5269 eV
M = 126.20 g/mol
2S+1 = 2
DFT total energy = -384.489632 Ha
ΔE to the lowest compared entry with this formula, charge and spin = 253.3 kJ/mol
largest force on an atom = 0.15039 Eh/bohr
Kohn-Sham gap (spin up / spin down) = 2.54 / 8.05 eV
total charge = -1

Each line ends with the Löwdin charge.
Cartesian coordinates (Å):
C -1.87 2.35 -0.24  -0.205
C -1.75 2.68 -1.79  -0.204
H -1.95 1.23 -0.23  0.053
H -0.85 2.39 0.13  0.033
H -2.65 2.90 0.19  0.024
H -2.76 2.60 -2.24  0.045
H -1.17 1.80 -2.15  0.039
H -1.08 3.67 -1.90  0.090
C 0.16 -1.76 -1.02  -0.274
C 1.19 -1.55 -2.13  -0.142
C 0.34 -0.88 0.11  -0.347
C 1.54 -0.20 0.61  -0.265
C -0.09 -0.35 2.29  -0.247
N -0.59 -0.93 1.17  0.032
N 1.32 -0.03 1.98  -0.021
H -0.86 -1.97 -1.26  0.080
H 0.25 -2.86 -0.52  0.142
H 1.94 -2.50 -2.09  0.107
H 2.56 -0.16 0.31  0.015
H -0.45 -0.42 3.26  0.037
H 2.00 0.38 2.59  -0.047
H 1.73 -0.70 -1.93  -0.003
H 0.96 -1.34 -3.18  0.056



- Among the records above, which one has the highest M?
  C7H14F5NO2



- The highest largest force on an atom belongs to which entry?
  C7H14N2